[1]
C6H12N2O2 | ωB97M-V with the def2-TZVPD basis set

Values from the calculation:
E_HOMO (eV): -9.976
LUMO (Eh): 0.021
Energy above the lowest of the compared OMol25 structures with the same formula, charge and spin (eV): 0.7863
Gap between HOMO and LUMO (eV): 10.538
SMILES: CC(C)(C)C(=O)NC(N)=O

The geometry in ORCA input format:
```
! wB97M-V def2-TZVPD RIJCOSX def2/J DEFGRID3
* xyz 0 1
C 0.7185 -0.9932 -1.1976
C 1.0244 -0.1287 0.0108
C 0.8363 -0.7573 1.4062
C 2.4480 0.3129 -0.1292
C 0.1566 1.1803 -0.1220
O 0.7321 2.3061 -0.3079
N -1.2152 1.1037 0.0396
C -2.2352 0.1010 -0.1406
N -3.5236 0.5523 0.0598
O -2.0609 -1.1131 -0.3558
H -0.0699 -1.6806 -1.1393
H 1.5173 -1.7580 -1.1501
H 0.7919 -0.3457 -2.1177
H -0.2119 -1.1556 1.4228
H 1.5359 -1.6505 1.5944
H 1.0498 0.0714 2.0674
H 2.5810 0.5671 -1.1290
H 3.0736 -0.6065 0.1113
H 2.7821 1.1057 0.4566
H -1.6908 1.9977 0.0544
H -4.2196 -0.1450 -0.2816
H -4.0205 1.0361 0.8473
*
```

Listed below, in e, are the natural (NBO) charges computed for each atom:
1 C -0.621
2 C -0.132
3 C -0.611
4 C -0.581
5 C 0.709
6 O -0.595
7 N -0.672
8 C 0.800
9 N -0.886
10 O -0.612
11 H 0.251
12 H 0.208
13 H 0.215
14 H 0.225
15 H 0.219
16 H 0.216
17 H 0.211
18 H 0.194
19 H 0.223
20 H 0.413
21 H 0.408
22 H 0.419


[2]
C6H12N2O2 | ωB97M-V with the def2-TZVPD basis set

Values from the calculation:
E_HOMO (eV): -8.399
LUMO (Eh): 0.022
Energy above the lowest of the compared OMol25 structures with the same formula, charge and spin (eV): 5.4033
Gap between HOMO and LUMO (eV): 8.991
SMILES: [H]/N=N/[C@H](O)C=C.C/C=C/O

The geometry in ORCA input format:
```
! wB97M-V def2-TZVPD RIJCOSX def2/J DEFGRID3
* xyz 0 1
H -0.4014 -0.6541 2.1250
N 0.3120 0.0282 1.8634
N 0.0288 0.8453 1.0341
C 1.1115 1.7990 0.5950
O 0.6752 2.6309 -0.3961
C 2.1604 0.9119 0.1897
C 3.0523 0.3674 1.0540
H 1.3944 2.4979 1.5105
H 0.5491 2.0618 -1.1966
H 2.0580 0.4655 -0.7663
H 3.8357 -0.2537 0.6888
H 3.2572 0.7894 2.1280
C -2.5819 -2.1190 -0.2117
C -2.2908 -0.8776 -1.0899
C -0.9869 -0.5898 -1.0466
O -0.2423 0.3120 -1.7557
H -2.5393 -3.0036 -0.8861
H -1.7393 -2.1331 0.3866
H -3.5586 -2.0690 0.3978
H -3.0508 -0.3441 -1.4947
H -0.3670 -1.1876 -0.4771
H -0.6763 0.5222 -2.6520
*
```

Listed below, in e, are the natural (NBO) charges computed for each atom:
1 H 0.321
2 N -0.331
3 N -0.120
4 C 0.149
5 O -0.697
6 C -0.248
7 C -0.357
8 H 0.193
9 H 0.487
10 H 0.210
11 H 0.194
12 H 0.198
13 C -0.611
14 C -0.292
15 C 0.161
16 O -0.729
17 H 0.210
18 H 0.195
19 H 0.212
20 H 0.203
21 H 0.157
22 H 0.495


[3]
C6H12N2O3 | ωB97M-V with the def2-TZVPD basis set

Values from the calculation:
E_HOMO (alpha / beta) (eV): -7.486 / -7.487
LUMO (alpha / beta) (Eh): 0.006 / 0.006
Energy above the lowest of the compared OMol25 structures with the same formula, charge and spin (eV): 3.0591
Gap between HOMO and LUMO (alpha / beta) (eV): 7.646 / 7.648

The geometry in ORCA input format:
```
! wB97M-V def2-TZVPD RIJCOSX def2/J DEFGRID3
* xyz 0 1
C -1.4636 -1.1149 0.7854
C 0.6904 -0.1160 0.6257
C -0.0324 0.9245 -0.2083
C 1.6551 0.5736 1.6054
C 1.4448 -1.1343 -0.2284
C 0.4001 1.3378 -1.5637
N -1.4417 -0.8856 -0.5401
N -2.6522 -0.7211 -1.1563
O -2.3803 -1.5866 1.4248
O -0.3018 -0.7574 1.4332
O -0.8014 1.7978 0.4368
H 2.2133 -0.1828 2.1498
H 1.1070 1.1766 2.3263
H 2.3489 1.2096 1.0607
H 2.2919 -0.6652 -0.7179
H 0.7764 -1.5602 -0.9676
H 1.8048 -1.9307 0.4160
H -0.3457 2.0070 -1.9836
H 0.5251 0.4750 -2.2087
H 1.3521 1.8710 -1.5056
H -3.4306 -0.8724 -0.5128
H -2.7154 -1.3020 -1.9849
H -1.0448 1.4564 1.3138
*
```

Listed below, in e, are the natural (NBO) charges computed for each atom:
1 C 0.802
2 C 0.156
3 C 0.608
4 C -0.613
5 C -0.640
6 C -0.710
7 N -0.441
8 N -0.657
9 O -0.655
10 O -0.531
11 O -0.643
12 H 0.232
13 H 0.217
14 H 0.212
15 H 0.209
16 H 0.251
17 H 0.230
18 H 0.251
19 H 0.257
20 H 0.238
21 H 0.367
22 H 0.355
23 H 0.505


[4]
C6H12N2O3 | ωB97M-V with the def2-TZVPD basis set

Values from the calculation:
E_HOMO (eV): -9.463
LUMO (Eh): 0.021
Energy above the lowest of the compared OMol25 structures with the same formula, charge and spin (eV): 3.1673
Gap between HOMO and LUMO (eV): 10.033
SMILES: CC(=O)C(C)(C)OC(=O)NN

The geometry in ORCA input format:
```
! wB97M-V def2-TZVPD RIJCOSX def2/J DEFGRID3
* xyz 0 1
C 1.7516 -1.4094 -0.2929
C 1.2737 -0.4505 0.7119
O 1.2843 -0.6824 1.8849
C 0.5782 0.8138 0.1377
C 0.8175 1.1261 -1.3457
C 0.6387 2.0247 1.0484
O -0.7514 0.0468 0.2108
C -1.9648 0.6411 0.0386
O -2.2461 1.8092 -0.0557
N -2.8473 -0.3697 0.3252
N -2.3053 -1.6080 0.4632
H 2.1427 -0.9829 -1.1787
H 0.8012 -1.8869 -0.7192
H 2.5155 -2.0212 0.1651
H 0.6617 0.2478 -1.9119
H 1.7430 1.5811 -1.4647
H -0.1495 1.8449 -1.4119
H 0.0643 2.8667 0.6979
H 1.7605 2.2032 0.9977
H 0.3155 1.6818 1.9920
H -3.8316 -0.4096 0.1669
H -1.6861 -1.6065 1.3062
H -1.7484 -2.0041 -0.2600
*
```

Listed below, in e, are the natural (NBO) charges computed for each atom:
1 C -0.730
2 C 0.587
3 O -0.528
4 C 0.222
5 C -0.650
6 C -0.640
7 O -0.587
8 C 0.874
9 O -0.630
10 N -0.474
11 N -0.644
12 H 0.226
13 H 0.246
14 H 0.247
15 H 0.214
16 H 0.220
17 H 0.249
18 H 0.243
19 H 0.215
20 H 0.240
21 H 0.402
22 H 0.356
23 H 0.343


[5]
C6H12N2O3 | ωB97M-V with the def2-TZVPD basis set

Values from the calculation:
E_HOMO (alpha / beta) (eV): -3.868 / -10.550
LUMO (alpha / beta) (Eh): 0.018 / -0.096
Energy above the lowest of the compared OMol25 structures with the same formula, charge and spin (eV): 4.1848
Gap between HOMO and LUMO (alpha / beta) (eV): 4.345 / 7.945

The geometry in ORCA input format:
```
! wB97M-V def2-TZVPD RIJCOSX def2/J DEFGRID3
* xyz 0 3
C 2.7033 0.2196 0.1457
C 0.9724 1.5494 -0.6880
C -1.8082 0.5557 -0.7688
C -1.1439 -1.6027 0.1000
C -0.9254 0.4071 1.5633
C -0.7719 -0.1018 0.1234
N 1.6305 -0.5967 -0.1089
N 0.5056 0.0795 -0.5888
O 3.7912 0.0000 0.5796
O 2.3286 1.5242 -0.1794
O 1.8334 -1.9208 -0.3780
H 1.0117 1.8794 -1.7049
H 0.3564 2.1489 0.0492
H -1.5679 0.3566 -1.8862
H -2.8884 0.0502 -0.7753
H -2.0153 1.6147 -0.5644
H -2.0169 -1.7577 0.7265
H -0.1995 -2.1848 0.4769
H -1.4092 -1.9434 -0.9409
H -0.2043 1.2891 1.7747
H -1.9063 0.8755 1.7877
H -0.7626 -0.4127 2.3108
H 2.4868 -2.0294 -1.0541
*
```

Listed below, in e, are the natural (NBO) charges computed for each atom:
1 C 0.599
2 C 0.064
3 C -0.637
4 C -0.615
5 C -0.639
6 C 0.065
7 N 0.146
8 N -0.165
9 O -0.550
10 O -0.509
11 O -0.600
12 H 0.208
13 H 0.191
14 H 0.233
15 H 0.238
16 H 0.218
17 H 0.218
18 H 0.242
19 H 0.220
20 H 0.220
21 H 0.236
22 H 0.236
23 H 0.382


[6]
C6H12N2O5 | ωB97M-V with the def2-TZVPD basis set

Values from the calculation:
E_HOMO (eV): -9.686
LUMO (Eh): 0.019
Energy above the lowest of the compared OMol25 structures with the same formula, charge and spin (eV): 1.2123
Gap between HOMO and LUMO (eV): 10.210
SMILES: N[C@@H](CO)C(=O)N[C@@H](CO)C(=O)O

The geometry in ORCA input format:
```
! wB97M-V def2-TZVPD RIJCOSX def2/J DEFGRID3
* xyz 0 1
N -3.4571 0.8396 -0.0232
C -2.3233 0.1874 0.6014
C -2.5255 -1.3781 0.5211
O -2.6981 -1.6980 -0.8258
C -0.9552 0.5434 -0.1794
O -1.0059 1.5485 -0.8290
N 0.1224 -0.2220 0.1994
C 1.5190 0.2415 -0.1844
C 1.9858 1.3835 0.6398
O 1.8020 2.5902 0.0579
C 2.3704 -1.1465 0.0136
O 2.1735 -2.2427 0.4646
O 3.4904 -0.8447 -0.6457
H -3.2789 1.8369 -0.0034
H -4.3862 0.5595 0.3725
H -2.2219 0.5585 1.6463
H -3.4254 -1.5156 1.1786
H -1.7147 -1.8913 0.9379
H -3.1949 -0.9460 -1.0952
H 0.0663 -0.9522 0.8781
H 1.5127 0.6007 -1.2410
H 3.0610 1.2237 0.7890
H 1.5626 1.2867 1.6765
H 0.8185 2.7304 0.0892
H 4.0209 -1.6284 -0.7104
*
```

Listed below, in e, are the natural (NBO) charges computed for each atom:
1 N -0.873
2 C -0.155
3 C -0.060
4 O -0.702
5 C 0.699
6 O -0.632
7 N -0.647
8 C -0.160
9 C -0.083
10 O -0.689
11 C 0.799
12 O -0.578
13 O -0.678
14 H 0.392
15 H 0.377
16 H 0.183
17 H 0.146
18 H 0.171
19 H 0.480
20 H 0.418
21 H 0.264
22 H 0.190
23 H 0.159
24 H 0.485
25 H 0.494


[7]
C6H12N2OP2S2 | ωB97M-V with the def2-TZVPD basis set

Values from the calculation:
E_HOMO (eV): -8.252
LUMO (Eh): 0.017
Gap between HOMO and LUMO (eV): 8.725
SMILES: CP(C)#P(S)CCSc1nnco1

The geometry in ORCA input format:
```
! wB97M-V def2-TZVPD RIJCOSX def2/J DEFGRID3
* xyz 0 1
C -0.6714 3.7213 -0.4701
P 0.5906 2.4394 -0.1360
C 1.8308 2.5986 -1.4809
P -0.2849 0.4799 -0.3477
S -1.9846 0.5977 -1.5986
C -0.9390 0.1926 1.3611
C -0.6222 -1.2105 1.8608
S -1.3163 -2.4726 0.7763
C 0.0831 -3.4450 0.4726
N 1.2504 -3.4674 1.0245
N 1.9634 -4.4668 0.3496
C 1.1525 -4.9495 -0.5264
O -0.0663 -4.3548 -0.5182
H -0.2193 4.6921 -0.2917
H -1.0564 3.7191 -1.4873
H -1.4905 3.5929 0.2290
H 2.8138 2.6536 -1.0309
H 1.8071 1.7637 -2.1729
H 1.6749 3.5204 -2.0326
H -2.7463 1.5426 -1.0185
H -0.4698 0.9123 2.0271
H -2.0127 0.3590 1.3996
H -1.0818 -1.3358 2.8369
H 0.4417 -1.3537 2.0067
H 1.3530 -5.7289 -1.2324
*
```

Listed below, in e, are the natural (NBO) charges computed for each atom:
1 C -0.932
2 P 0.495
3 C -0.928
4 P 0.373
5 S -0.294
6 C -0.723
7 C -0.533
8 S 0.301
9 C 0.298
10 N -0.340
11 N -0.275
12 C 0.278
13 O -0.421
14 H 0.239
15 H 0.226
16 H 0.233
17 H 0.239
18 H 0.241
19 H 0.233
20 H 0.122
21 H 0.250
22 H 0.226
23 H 0.228
24 H 0.262
25 H 0.206


[8]
C6H12N2P | ωB97M-V with the def2-TZVPD basis set

Values from the calculation:
E_HOMO (eV): -13.343
LUMO (Eh): -0.149
Energy above the lowest of the compared OMol25 structures with the same formula, charge and spin (eV): 2.5183
Gap between HOMO and LUMO (eV): 9.277
SMILES: CC#P=[N+](C)/C(C)=N/C

The geometry in ORCA input format:
```
! wB97M-V def2-TZVPD RIJCOSX def2/J DEFGRID3
* xyz 1 1
C 2.6415 -1.6387 0.2583
C 1.8188 -0.4357 0.3060
P 1.9238 1.1949 0.2923
N 0.2427 1.5608 -0.0150
C -0.2493 2.7543 -0.5872
C -0.6281 0.4462 -0.0270
C -2.0599 0.5432 -0.0247
N -0.1743 -0.7162 0.1368
C -0.8688 -1.9754 0.3208
H 2.6509 -2.2093 1.2274
H 3.7132 -1.3069 -0.0297
H 2.5015 -2.4967 -0.4090
H -1.0894 3.2392 -0.0255
H 0.6095 3.4530 -0.7213
H -0.5047 2.5132 -1.6022
H -2.4572 -0.1693 -0.7455
H -2.4850 1.5051 -0.3012
H -2.5361 0.5096 0.9330
H -1.7391 -1.8144 -0.2639
H -1.0220 -2.1577 1.4631
H -0.2879 -2.7991 -0.1853
*
```

Listed below, in e, are the natural (NBO) charges computed for each atom:
1 C -0.757
2 C -0.239
3 P 1.007
4 N -0.654
5 C -0.424
6 C 0.500
7 C -0.711
8 N -0.297
9 C -0.430
10 H 0.258
11 H 0.291
12 H 0.282
13 H 0.227
14 H 0.239
15 H 0.212
16 H 0.250
17 H 0.260
18 H 0.277
19 H 0.223
20 H 0.246
21 H 0.241


[9]
C6H12N3 | ωB97M-V with the def2-TZVPD basis set

Values from the calculation:
E_HOMO (eV): -13.290
LUMO (Eh): -0.201
Energy above the lowest of the compared OMol25 structures with the same formula, charge and spin (eV): 5.2852
Gap between HOMO and LUMO (eV): 7.831

The geometry in ORCA input format:
```
! wB97M-V def2-TZVPD RIJCOSX def2/J DEFGRID3
* xyz 1 1
C -0.4057 0.5628 1.2942
C 0.7611 0.5395 1.7691
C 2.1755 -0.9526 -1.0335
C -0.9741 0.4354 -0.0612
C 0.1385 0.4371 -1.1734
C 2.0322 0.8816 2.3566
N 3.3069 -1.4132 -1.2622
N 1.2943 -0.2536 -0.5744
N -3.4346 -0.8215 -1.5358
H -1.1310 0.7439 2.0307
H -1.6228 -0.5132 -0.1908
H -1.6490 1.2354 -0.1691
H -0.3089 -0.3006 -1.8736
H 0.5162 1.4080 -1.4402
H 2.8743 0.5933 1.7328
H 2.2509 0.2074 3.2281
H 1.9816 1.9169 2.8108
H 3.4781 -2.4111 -1.0266
H -4.0001 -1.2117 -0.7623
H -3.7266 -1.1866 -2.4846
H -3.5566 0.1026 -1.6347
*
```

Listed below, in e, are the natural (NBO) charges computed for each atom:
1 C -0.310
2 C 0.556
3 C 0.672
4 C -0.431
5 C -0.226
6 C -0.793
7 N -0.649
8 N -0.536
9 N -1.096
10 H 0.325
11 H 0.303
12 H 0.246
13 H 0.249
14 H 0.235
15 H 0.337
16 H 0.295
17 H 0.293
18 H 0.416
19 H 0.380
20 H 0.385
21 H 0.350


[10]
C6H12N3 | ωB97M-V with the def2-TZVPD basis set

Values from the calculation:
E_HOMO (alpha / beta) (eV): -12.766 / -12.766
LUMO (alpha / beta) (Eh): -0.166 / -0.166
Energy above the lowest of the compared OMol25 structures with the same formula, charge and spin (eV): 5.7217
Gap between HOMO and LUMO (alpha / beta) (eV): 8.243 / 8.243

The geometry in ORCA input format:
```
! wB97M-V def2-TZVPD RIJCOSX def2/J DEFGRID3
* xyz 1 1
C 1.3453 0.9217 -0.1104
C -0.6484 -0.2929 0.0063
C 2.0555 2.2466 -0.0594
C -2.9059 0.5297 0.4034
C 1.5102 -2.4792 -0.3272
C -1.9847 -0.6834 0.0273
N 1.8487 -0.2164 -0.4682
N -0.0388 0.8894 0.1136
N 1.1325 -1.2200 -0.6304
H 3.0425 2.1131 -0.5496
H 1.3480 3.0445 -0.3708
H 2.3587 2.3709 0.9430
H -2.6784 1.4128 -0.1970
H -2.7454 0.8939 1.3551
H -3.8476 0.0948 0.0992
H 1.7403 -2.6535 0.8308
H 0.8767 -3.4491 -0.7106
H 2.5458 -2.6254 -0.6664
H -2.3254 -1.0694 -0.9414
H -2.1849 -1.4759 0.6473
H -0.4447 1.6479 0.6055
*
```

Listed below, in e, are the natural (NBO) charges computed for each atom:
1 C 0.308
2 C 0.529
3 C -0.662
4 C -0.590
5 C -0.479
6 C -0.575
7 N -0.130
8 N -0.529
9 N -0.090
10 H 0.276
11 H 0.242
12 H 0.246
13 H 0.209
14 H 0.218
15 H 0.252
16 H 0.217
17 H 0.259
18 H 0.272
19 H 0.301
20 H 0.277
21 H 0.449


[11]
C6H12N3 | ωB97M-V with the def2-TZVPD basis set

Values from the calculation:
E_HOMO (eV): -14.236
LUMO (Eh): -0.177
Energy above the lowest of the compared OMol25 structures with the same formula, charge and spin (eV): 3.2394
Gap between HOMO and LUMO (eV): 9.421

The geometry in ORCA input format:
```
! wB97M-V def2-TZVPD RIJCOSX def2/J DEFGRID3
* xyz 1 1
C 3.4463 -0.7304 -0.1916
C 2.0818 -0.9438 0.0401
C -1.9911 -0.8984 0.9679
C -2.1019 -0.0806 -1.4120
C -0.9575 1.2761 0.3636
C -1.6881 0.1478 -0.0255
N 3.6823 0.5638 -0.0747
N 2.5396 1.1052 0.2089
N 1.5359 0.2387 0.2976
H 4.2208 -1.4286 -0.4266
H 1.5167 -1.8509 0.0337
H -1.0586 -1.3154 1.3547
H -2.5030 -0.4758 1.8339
H -2.5875 -1.7085 0.5589
H -1.7921 0.7123 -2.0872
H -1.7351 -1.0437 -1.7715
H -3.1918 -0.1624 -1.4407
H -0.9726 2.1221 -0.3141
H -1.0283 1.5548 1.4116
H 0.1480 0.8180 0.3102
H 2.4365 2.0998 0.3630
*
```

Listed below, in e, are the natural (NBO) charges computed for each atom:
1 C -0.082
2 C -0.051
3 C -0.724
4 C -0.720
5 C -0.777
6 C 0.501
7 N -0.163
8 N -0.133
9 N -0.292
10 H 0.245
11 H 0.232
12 H 0.274
13 H 0.279
14 H 0.249
15 H 0.248
16 H 0.273
17 H 0.292
18 H 0.261
19 H 0.271
20 H 0.391
21 H 0.426